# 1
Molecular formula: C31H31BF2N5O7PPbS3
Method: DFT, ωB97M-V with the def2-TZVPD basis set

Gap between HOMO and LUMO (hartree): 0.2190
Multiplicity: 1
E (Eh): -3953.81933
HOMO level (eV): -6.85
Energy above the lowest of the compared OMol25 structures with the same formula, charge and spin (kcal/mol): 21.9
LUMO (eV): -0.886

Last column: Löwdin charge in e.
Geometry (Å):
Pb1 -0.11287 0.66044 -0.13264  1.318
F1 3.00603 -2.05327 1.08278  0.164
B1 2.87869 -1.59177 2.31909  -1.039
F2 3.97725 -1.38502 3.01767  0.206
O1 -2.65976 0.54763 0.47406  -0.155
H1 -2.91422 -0.21872 -0.09107  0.001
H2 -3.17536 1.29972 0.16704  0.052
O2 -2.71123 -1.61598 -1.05167  0.035
C1 -1.73154 -1.47685 -1.78751  -0.606
O3 -1.02105 -0.43583 -1.94233  -0.232
C2 -1.28258 -2.66069 -2.60999  -0.076
C3 -2.14575 -3.72624 -2.81916  0.088
C4 -1.69658 -4.80891 -3.54768  -0.104
C5 -0.42054 -4.89023 -4.06628  0.084
C6 0.40146 -3.80579 -3.84061  -0.105
C7 0.00139 -2.69064 -3.13498  0.080
N1 1.77391 -3.84067 -4.40583  -0.340
O4 2.16484 -4.89365 -4.86154  0.095
O5 2.41423 -2.80765 -4.37065  0.072
N2 -2.62091 -5.94701 -3.78490  -0.352
O6 -3.76151 -5.82446 -3.40095  0.094
O7 -2.16884 -6.92031 -4.34687  0.087
H3 -3.14668 -3.71018 -2.41297  0.137
H4 -0.08759 -5.75555 -4.61822  0.133
H5 0.66333 -1.84362 -3.00082  0.115
C8 1.10704 3.54538 1.05630  -0.081
C9 0.18811 3.79095 -0.09976  -0.413
C10 -0.18213 4.97202 -0.68288  -0.075
C11 -1.07407 4.64897 -1.75229  -0.076
C12 -1.20514 3.28640 -1.77083  -0.387
C13 -1.98394 2.42017 -2.70908  -0.050
N3 -0.43497 2.75181 -0.75840  -0.149
H6 1.42980 4.49517 1.48068  0.080
H7 2.01183 3.00368 0.76117  0.046
H8 0.63072 2.98331 1.86775  0.031
H9 0.14410 5.95391 -0.37521  0.091
H10 -1.56084 5.33659 -2.42716  0.089
H11 -2.51156 3.04101 -3.43263  0.077
H12 -2.72882 1.80460 -2.19723  0.062
H13 -1.33765 1.73126 -3.25763  0.043
S1 1.01357 1.54780 4.63865  0.298
P1 1.23341 -0.35851 4.80058  0.239
S2 1.17984 -1.33329 2.88940  0.745
C14 -0.14671 -1.21854 5.59734  -0.389
C15 -0.96263 -0.47037 6.44162  -0.095
C16 -2.01225 -1.07983 7.11344  -0.070
C17 -2.25596 -2.43355 6.94058  -0.074
C18 -1.45267 -3.18259 6.09120  -0.072
C19 -0.40237 -2.57866 5.41826  -0.126
C20 2.74523 -0.87123 5.64138  -0.377
C21 3.81558 0.01827 5.67121  -0.107
C22 4.99928 -0.34571 6.29310  -0.068
C23 5.11664 -1.59310 6.88985  -0.073
C24 4.04658 -2.47641 6.87374  -0.071
C25 2.86074 -2.11801 6.25132  -0.070
H14 -0.77570 0.58915 6.55685  0.073
H15 -2.64604 -0.49211 7.76398  0.107
H16 -3.08009 -2.90568 7.45924  0.106
H17 -1.65162 -4.23551 5.94232  0.107
H18 0.20325 -3.16357 4.73852  0.082
H19 3.70812 0.99350 5.21453  0.080
H20 5.83042 0.34651 6.31320  0.108
H21 6.04112 -1.87531 7.37664  0.105
H22 4.13170 -3.44293 7.35249  0.106
H23 2.02770 -2.80701 6.25604  0.096
C26 5.20877 0.31889 -5.64719  -0.001
C27 3.83787 0.37724 -5.05989  -0.267
C28 2.67708 0.28167 -5.75903  0.023
C29 1.46444 0.35123 -5.03543  -0.296
N4 1.41647 0.53048 -3.73340  0.121
C30 2.56419 0.63348 -3.03430  -0.792
S3 2.60679 0.87557 -1.37484  0.603
N5 3.74970 0.55025 -3.71916  0.107
C31 0.15257 0.21246 -5.73856  -0.005
H24 5.15772 0.07226 -6.70390  0.088
H25 5.81313 -0.43460 -5.14030  0.096
H26 5.70638 1.28386 -5.53652  0.097
H27 2.68788 0.13269 -6.82808  0.126
H28 4.58874 0.60913 -3.15639  0.143
H29 0.02535 1.02647 -6.45515  0.094
H30 -0.65770 0.23701 -5.01374  0.073
H31 0.12353 -0.72317 -6.29991  0.091

Cartesian forces (eV/Å) of the 2 atoms listed first:
-0.16 -0.01 0.22
0.00 -0.01 0.05

***

# 2
Molecular formula: C31H31BrMnN4O2S
Method: DFT, ωB97M-V with the def2-TZVPD basis set

Gap between HOMO and LUMO (spin up / spin down) (hartree): 0.1969 / 0.2658
Multiplicity: 5
E (Eh): -5691.78129
Charge: +3
HOMO level (spin up / spin down) (eV): -16.64 / -16.65
LUMO (spin up / spin down) (eV): -11.287 / -9.418

Last column: Löwdin charge in e.
Geometry (Å):
Mn1 0.12941 0.04508 0.23633  0.987
C1 0.04565 4.43108 0.26353  0.052
C2 -0.60590 3.11558 0.53930  -0.445
O1 0.06021 2.08180 0.77468  -0.051
N1 -1.93561 3.07409 0.52855  0.128
C3 -2.67418 1.87312 0.87922  -0.074
C4 -2.86122 0.92114 -0.27998  -0.208
C5 -4.06585 0.89470 -0.96198  0.030
C6 -4.26296 -0.01267 -1.99201  0.019
C7 -3.22393 -0.86750 -2.32377  0.002
C8 -2.03871 -0.77155 -1.62487  -0.148
N2 -1.85056 0.09548 -0.61456  0.042
H1 1.07599 4.41323 0.60806  0.105
H2 -0.48310 5.24840 0.75184  0.108
H3 0.03955 4.61711 -0.81305  0.094
H4 -2.45399 3.91897 0.34061  0.174
H5 -3.64521 2.16703 1.26847  0.147
H6 -2.13067 1.36190 1.67214  0.095
H7 -4.85712 1.57572 -0.67792  0.137
H8 -5.20822 -0.05516 -2.51682  0.139
H9 -3.32491 -1.60577 -3.10700  0.135
H10 -1.21371 -1.41769 -1.88080  0.046
C9 -2.29299 -0.92847 5.20034  -0.009
C10 -1.81495 -1.50096 3.90288  -0.206
C11 -1.94605 -2.85310 3.58040  0.055
C12 -1.42750 -3.34710 2.39096  -0.038
C13 -0.81197 -2.45943 1.53803  -0.686
Br1 0.07703 -3.06211 -0.03254  0.938
N3 -0.71517 -1.15025 1.79220  -0.073
C14 -1.19100 -0.69207 2.96221  -0.059
H11 -2.56608 -1.71337 5.90115  0.098
H12 -3.16785 -0.29233 5.05393  0.103
H13 -1.51821 -0.31215 5.65726  0.101
H14 -2.43321 -3.52966 4.27162  0.146
H15 -1.47824 -4.39703 2.13925  0.131
H16 -1.03916 0.36265 3.16350  0.134
O2 0.80707 0.39012 -1.59491  -0.602
S1 0.68861 0.18737 -3.12368  1.119
C15 0.17083 1.77272 -3.77195  -0.369
C16 -0.86025 1.72924 -4.70193  -0.075
C17 -1.27542 2.90926 -5.30231  -0.039
C18 -0.66603 4.10845 -4.96301  -0.029
C19 0.34770 4.13944 -4.00969  -0.048
C20 0.77386 2.96900 -3.40516  -0.073
C21 2.36870 0.01415 -3.70869  -0.371
C22 3.42485 0.73879 -3.17400  -0.077
C23 4.68849 0.56009 -3.71059  -0.039
C24 4.88389 -0.33708 -4.75551  -0.025
C25 3.82099 -1.06438 -5.26926  -0.032
C26 2.54937 -0.89750 -4.73980  -0.067
H17 -1.31696 0.78408 -4.97164  0.114
H18 -2.06657 2.89240 -6.03951  0.125
H19 -0.97289 5.02603 -5.44687  0.126
H20 0.82061 5.07877 -3.75485  0.122
H21 1.56139 2.99804 -2.66557  0.107
H22 3.27345 1.43432 -2.36084  0.091
H23 5.52096 1.13069 -3.32117  0.121
H24 5.87652 -0.47039 -5.16455  0.127
H25 3.97644 -1.76496 -6.07808  0.127
H26 1.70984 -1.45569 -5.13677  0.118
C27 4.61795 -0.56225 1.94081  0.015
C28 3.59943 -1.32430 2.49878  0.003
C29 2.31366 -1.17471 2.02550  -0.101
N4 2.00226 -0.31047 1.04296  -0.025
C30 2.98959 0.43335 0.51402  -0.093
C31 4.30014 0.33250 0.92875  0.002
H27 5.63680 -0.66236 2.29123  0.138
H28 3.79569 -2.03014 3.29301  0.133
H29 1.52354 -1.77083 2.45232  0.102
H30 2.70543 1.13113 -0.26191  0.096
H31 5.06165 0.94654 0.46988  0.130

Cartesian forces (eV/Å) of the 2 atoms listed first:
-0.66 -0.11 -0.39
0.14 0.00 0.04